Below is a gas-phase ion, C9H11N2S (charge +1) at a distorted geometry, with properties calculated with the ωB97M-V functional and the def2-TZVPD basis.

Summary:
Net charge: +1
Energy relative to the best compared isomer or geometry (same formula, charge and spin) in kJ/mol: 0.0
SMILES string: [H]/N=C\SCC(=[NH2+])c1ccccc1
E in eV: -23319.774
Multiplicity: 1
Orbital gap in eV: 7.943

Structure (XYZ):
```
23
C9H11N2S | OMol25 | the ωB97M-V functional and the def2-TZVPD basis
H 0.582 -1.275 2.931
H 1.942 0.298 1.093
C -0.053 -1.595 -2.249
C -0.034 -0.287 1.254
C -1.318 0.384 -0.754
C -0.342 -0.428 -0.148
S 0.103 2.548 1.236
H -2.425 0.803 -2.521
H 0.104 0.913 3.017
C -1.040 -0.803 -2.825
H 0.449 -2.348 -2.836
N 2.374 1.133 0.716
H -1.317 -0.948 -3.859
H 1.097 -2.007 -0.513
H -1.837 1.136 -0.182
C 0.292 -1.416 -0.927
H 2.219 3.095 0.322
N 0.383 -1.332 1.941
H 0.518 -2.230 1.496
C -0.348 0.943 2.024
C -1.663 0.184 -2.075
H -1.432 1.027 2.146
C 1.747 2.204 0.715
```

Below is 6 unconnected molecules or ions with the total composition C18H50ClINO10P2 at a distorted geometry, with properties calculated with the ωB97M-V functional and the def2-TZVPD basis.

Summary:
Net charge: -1
E in eV: -80642.988
Multiplicity: 1
Orbital gap in eV: 6.641

Structure (XYZ):
```
83
C18H50ClINO10P2 | OMol25 | the ωB97M-V functional and the def2-TZVPD basis
H -2.161 -3.764 -1.391
H -1.886 -1.552 -1.377
H -1.412 -3.019 5.162
C -7.272 -1.495 4.347
H 1.277 2.589 2.498
H 1.334 -1.985 -0.215
H -0.126 2.854 -5.081
C 0.439 -0.275 -3.446
H -0.393 2.527 0.849
H -5.028 0.380 4.745
H 2.392 -3.446 -1.512
H 4.737 -3.041 0.233
O -7.169 -0.368 5.215
H 1.964 0.699 -1.548
H 1.696 0.974 0.472
C 1.997 -1.138 -0.070
H 3.122 0.120 -4.136
H -6.616 -2.300 4.686
C -4.136 0.585 4.158
C 1.256 -0.005 0.661
H 0.827 6.051 -1.118
H 0.448 1.294 3.399
H 2.073 -4.522 0.309
H -0.092 7.364 -0.354
H 0.688 3.627 -3.073
H 2.833 -1.375 0.575
O -3.370 -0.616 4.078
P -0.524 -0.014 0.387
H -0.141 8.362 -2.445
C 0.073 6.815 -1.286
I 4.606 0.697 -0.193
H 3.878 -3.863 -2.303
H 4.704 0.211 -3.258
O 0.437 3.635 -5.128
H 3.366 -5.030 1.442
C 0.326 2.253 2.905
H 4.373 2.391 -4.788
O -1.014 -1.525 0.491
C 0.346 4.293 -3.870
H -0.969 -4.512 4.306
H -8.304 -1.855 4.310
C -2.271 -3.393 -0.377
H -2.585 -0.415 3.554
H 1.408 -0.200 1.726
H -0.688 4.597 -3.678
Cl -1.142 -1.072 -4.032
O 0.546 0.841 -3.643
H -3.553 1.370 4.646
C 3.460 -3.207 -1.535
H 3.303 3.525 -3.996
H -1.587 2.678 2.107
H 0.028 3.012 3.621
H -3.055 -1.354 -0.089
H -2.830 -2.587 3.393
H -7.441 -0.655 6.093
C 2.993 -4.229 0.809
O 0.538 7.693 -2.307
C 4.070 -3.775 -0.206
H 2.563 2.204 -4.854
H 0.833 -2.043 -2.380
C 3.425 2.468 -4.239
H 4.351 -1.861 -2.748
H -3.278 -3.639 -0.050
C 3.623 0.386 -3.199
H 1.933 -1.691 -3.675
O 3.454 1.787 -3.020
H -0.556 -2.938 3.594
H -0.858 6.335 -1.599
P 2.785 -0.466 -1.691
H -1.502 -3.819 0.257
C 1.404 -1.235 -2.835
C -1.303 -3.484 4.178
C -2.132 -1.858 -0.364
N 3.883 -1.856 -1.853
O -1.196 0.750 1.666
O -0.912 0.684 -0.832
H 2.767 -3.390 1.464
H 0.979 5.178 -3.896
H 4.632 -4.679 -0.438
C -0.725 2.094 1.789
H -4.428 0.910 3.156
H -6.967 -1.184 3.351
O -2.549 -3.504 3.498
```

Below is a molecular structure, C12H17CeCl2F3O4 at a distorted geometry, with properties calculated with the ωB97M-V functional and the def2-TZVPD basis.

Summary:
Net charge: -2
Energy relative to the best compared isomer or geometry (same formula, charge and spin) in kJ/mol: 0.0
E in eV: -67041.432
Multiplicity: 1
Orbital gap (alpha / beta) in eV: 3.908 / 3.485

Structure (XYZ):
```
39
C12H17CeCl2F3O4 | OMol25 | the ωB97M-V functional and the def2-TZVPD basis
F 1.842 5.176 2.990
O 1.444 2.948 0.352
H 1.530 -1.001 -3.065
H -3.139 -1.032 -1.216
O -0.328 0.936 -1.399
C 0.493 -1.334 -3.141
C -1.259 -2.014 -1.362
H 2.837 -2.187 -0.041
F 3.284 4.726 1.399
O -0.150 3.799 1.671
C 0.070 -1.935 -1.864
C 0.139 -3.005 0.164
H -0.135 -0.474 -3.381
H 2.762 -1.970 -1.808
C -1.215 -2.672 -0.104
Ce -0.783 1.760 0.506
C 1.975 4.982 1.652
H -0.225 1.438 -2.232
H 0.626 -4.775 1.270
F 1.646 6.146 1.021
Cl 0.759 -0.217 1.911
H -3.180 3.083 -0.047
C -2.476 -1.447 -1.987
C 0.935 -2.528 -0.908
H 2.773 -3.604 -1.115
O -2.302 2.846 -0.391
C 1.026 3.800 1.188
H -3.220 -2.315 0.490
H 1.661 -3.375 1.586
H 0.431 -2.041 -3.976
C 2.410 -2.577 -0.973
H -2.191 -0.644 -2.674
C -2.351 -2.895 0.819
Cl -2.779 0.631 1.892
H -2.073 -2.544 1.825
H -2.635 -3.957 0.886
H 0.018 -3.420 2.239
C 0.634 -3.683 1.377
H -3.048 -2.200 -2.552
```

Below is 6 unconnected molecules or ions with the total composition H10IO5 at a distorted geometry, with properties calculated with the ωB97M-V functional and the def2-TZVPD basis.

Summary:
Net charge: -1
Energy relative to the best compared isomer or geometry (same formula, charge and spin) in kJ/mol: 134.4
E in eV: -18502.938
Multiplicity: 1
Orbital gap in eV: 8.248

Structure (XYZ):
```
16
H10IO5 | OMol25 | the ωB97M-V functional and the def2-TZVPD basis
H -0.441 1.392 2.620
O -1.207 1.214 2.236
H -3.669 -1.437 0.280
O -2.972 -1.353 0.902
H -0.835 0.804 1.542
H -1.224 -0.453 -3.616
I 0.495 -0.955 -0.241
H 2.115 0.837 -1.851
O -0.563 -1.160 -3.708
H 2.666 0.180 3.229
H 1.560 2.250 -2.062
O 2.376 1.733 -2.228
H 2.084 -0.573 2.133
H -2.370 -0.822 0.454
H -0.179 -1.158 -2.760
O 2.161 -0.499 3.069
```

Below is 2 unconnected molecules or ions with the total composition C3H12N2O3PS at a distorted geometry, with properties calculated with the ωB97M-V functional and the def2-TZVPD basis.

Summary:
Net charge: +1
Energy relative to the best compared isomer or geometry (same formula, charge and spin) in kJ/mol: 8.8
E in eV: -32547.001
Multiplicity: 1
Orbital gap in eV: 9.041

Structure (XYZ):
```
22
C3H12N2O3PS | OMol25 | the ωB97M-V functional and the def2-TZVPD basis
H 0.652 -2.351 2.247
P -0.447 0.203 -0.209
H 4.260 0.839 -0.554
H -1.035 2.994 -0.234
H -2.485 -0.175 -1.896
H 0.647 3.212 -0.119
H 1.303 -1.470 -1.086
H -0.288 -0.847 2.428
H -0.355 3.015 1.473
O -2.022 0.099 0.126
O 0.096 1.335 0.770
N 1.181 -1.986 -0.247
N 0.277 -1.495 1.874
C -0.149 2.759 0.402
C 0.444 -1.236 0.551
C -2.946 -0.217 -0.904
H 1.466 -2.954 -0.105
O -0.177 0.108 -1.644
H 3.696 -1.043 -0.931
H -3.854 0.456 -0.813
H -3.415 -1.216 -0.860
S 3.148 -0.029 -0.269
```

Below is a single C22H36N2O4 molecule, with properties calculated with the ωB97M-V functional and the def2-TZVPD basis.

Summary:
Net charge: 0
Energy relative to the best compared isomer or geometry (same formula, charge and spin) in kJ/mol: 10.1
SMILES string: CCCCC(=O)NC(NC(=O)CCCC)c1ccc(OCC(C)C)c(OC)c1
E in eV: -34569.572
Multiplicity: 1
Orbital gap in eV: 8.763

Structure (XYZ):
```
64
C22H36N2O4 | OMol25 | the ωB97M-V functional and the def2-TZVPD basis
H -4.491 -1.374 -0.434
H -4.142 0.721 -2.127
H 3.048 -2.066 0.446
H -2.834 2.512 -1.463
O -2.774 2.116 1.788
H -5.819 0.199 -2.109
H -6.412 1.762 -0.367
H -1.254 0.402 2.036
C 3.204 0.061 0.269
C -5.345 1.620 -0.555
C 2.516 -1.129 0.468
H -2.693 3.863 -0.329
H 5.191 -1.599 1.012
C 4.246 2.759 -0.388
H -6.639 -3.403 0.350
C 1.152 -1.157 0.703
C -6.237 -2.393 0.293
H 7.042 0.046 0.553
O -1.681 -1.256 -1.400
H 4.378 2.263 -1.353
C -4.869 -2.396 -0.377
C 6.772 -0.723 -0.178
C 1.106 1.216 0.538
C -3.119 2.867 -0.474
C 5.301 -1.079 0.051
H -4.976 0.904 0.182
H 7.534 -2.333 1.058
H 6.328 0.697 -1.740
H -1.604 0.816 -0.843
H -6.936 -1.777 -0.268
C -1.062 0.059 1.009
H -4.873 3.323 0.660
C -1.908 -1.821 -0.349
H 6.742 -0.916 -2.329
H -1.790 -3.859 0.292
C -2.541 1.971 0.605
O 4.556 0.120 0.062
N -1.677 -1.253 0.857
H -1.887 -1.771 1.693
H -4.961 -2.770 -1.398
C -2.482 -3.226 -0.270
H 4.307 3.838 -0.526
H 4.949 -1.742 -0.752
C -4.641 2.960 -0.344
H 8.007 0.154 -1.719
H -5.019 3.687 -1.066
C 6.975 -0.161 -1.582
N -1.702 1.014 0.143
H 0.574 2.154 0.566
H 5.031 2.434 0.297
H 8.692 -1.705 -0.114
H -6.168 -1.995 1.303
C 7.646 -1.954 0.045
H 7.372 -2.745 -0.651
C 0.431 0.022 0.743
H -4.219 -4.290 0.416
C -3.865 -3.256 0.386
C -5.163 1.054 -1.960
C 2.473 1.266 0.297
O 2.958 2.529 0.137
H -2.550 -3.609 -1.289
H 0.667 -2.109 0.851
H -3.802 -2.902 1.418
H -5.410 1.806 -2.707
```

Below is a single C3H9N2O molecule at a distorted geometry, with properties calculated with the ωB97M-V functional and the def2-TZVPD basis.

Summary:
Net charge: 0
Energy relative to the best compared isomer or geometry (same formula, charge and spin) in kJ/mol: 92.7
⟨S²⟩: 0.751
E in eV: -8282.177
Multiplicity: 2
Orbital gap (alpha / beta) in eV: 3.961 / 11.092

Structure (XYZ):
```
15
C3H9N2O | OMol25 | the ωB97M-V functional and the def2-TZVPD basis
H -0.143 -1.749 0.871
N 1.907 1.140 -0.734
H -1.097 -2.261 -0.402
H 0.787 -1.113 -1.407
O 0.419 1.051 0.950
H 2.395 0.634 -1.458
H -2.547 -0.289 -0.175
C 0.835 0.608 -0.102
H -1.565 0.223 1.117
N -1.922 -0.613 0.618
H 2.506 1.762 -0.218
C -0.760 -1.334 0.066
C 0.102 -0.488 -0.845
H -2.531 -1.226 1.226
H -0.464 0.038 -1.617
```

Below is 3 unconnected molecules or ions with the total composition C23H45BN2O6, with properties calculated with the ωB97M-V functional and the def2-TZVPD basis.

Summary:
Net charge: 0
⟨S²⟩: 2.008
E in eV: -40520.356
Multiplicity: 3
Orbital gap (alpha / beta) in eV: 8.237 / 9.307

Structure (XYZ):
```
77
C23H45BN2O6 | OMol25 | the ωB97M-V functional and the def2-TZVPD basis
C 0.382 -3.252 -5.360
H -0.988 -5.638 -2.424
C -1.993 5.708 3.020
C -1.476 5.123 0.578
H -2.807 2.339 3.156
H 2.781 -0.492 3.248
H 0.034 1.537 2.233
H -2.122 1.663 1.674
H 0.455 -0.542 -2.304
H 0.995 -1.427 -4.419
O -0.070 4.804 3.929
C -0.026 2.389 2.901
O 4.676 -0.199 1.339
H -0.624 -1.349 -5.091
H -2.114 -3.832 -3.226
B 3.877 -1.307 1.563
H 2.271 -3.692 -4.435
H -1.142 -5.230 -4.140
C 1.560 -2.180 2.608
H -3.099 3.110 1.588
C 0.069 -1.996 -4.551
H 2.018 -6.225 -2.838
C -1.054 3.382 2.387
N 0.347 -3.292 -2.470
H -4.019 6.003 2.263
H -2.184 7.025 1.339
H -1.228 -0.295 -2.775
H -2.486 4.782 0.334
H 1.485 -5.105 -5.122
C 0.860 -2.223 1.263
H -1.062 5.539 -0.343
C -0.524 -2.285 -3.167
H 0.872 -2.968 -6.294
H 1.575 -2.403 0.457
C -3.510 5.423 3.035
H -0.839 -2.926 1.838
C 2.509 -1.023 2.331
H -2.450 -2.400 -4.184
H 0.838 -1.804 3.343
C 1.787 -5.272 -2.361
C -1.743 6.799 4.053
H 2.706 -4.697 -2.279
H -1.966 6.439 5.058
C -0.443 -5.522 -3.361
C -0.527 -1.010 -2.341
H -0.611 3.148 0.309
H 0.430 4.300 1.131
H -2.406 7.637 3.831
N -1.192 4.495 3.390
H -0.841 -1.223 -1.322
C 4.373 -2.723 1.124
C -2.359 2.592 2.194
H 0.971 2.820 2.965
C -1.525 6.211 1.647
O -0.433 -0.187 0.767
H -3.935 5.705 3.998
H -0.524 6.639 1.758
H -3.764 4.381 2.886
H -0.716 7.154 4.037
C -0.606 3.957 1.043
H 3.593 -3.474 1.021
C -1.990 -2.757 -3.261
H -0.542 -3.765 -5.643
H -0.051 -6.499 -3.645
H 4.897 -2.631 0.172
H 1.971 -3.116 2.970
O -0.227 -3.081 1.110
C 1.300 -4.181 -4.569
H -0.299 2.022 3.894
C 0.559 -0.730 1.141
H 1.413 -5.469 -1.355
H 4.608 0.127 0.436
O 1.345 -2.751 -1.873
O 1.667 -0.084 1.578
C 0.735 -4.550 -3.195
H -2.564 -2.357 -2.425
H 5.120 -3.090 1.831
```

Below is a molecular structure, C10H14F2KNO13S2 at a distorted geometry, with properties calculated with the ωB97M-V functional and the def2-TZVPD basis.

Summary:
Net charge: +1
Energy relative to the best compared isomer or geometry (same formula, charge and spin) in kJ/mol: 144.8
⟨S²⟩: 0.765
E in eV: -82124.325
Multiplicity: 2
Orbital gap (alpha / beta) in eV: 9.718 / 4.936

Structure (XYZ):
```
43
C10H14F2KNO13S2 | OMol25 | the ωB97M-V functional and the def2-TZVPD basis
H -12.436 13.104 -8.539
H -14.604 14.905 -9.008
C -10.101 14.086 -6.288
C -7.117 14.551 -7.968
H -13.976 12.521 -8.765
C -13.446 13.256 -8.158
O -15.006 7.819 -5.842
H -12.225 15.697 -2.978
O -10.566 14.764 -7.354
H -6.642 15.209 -8.696
S -13.927 8.060 -4.916
C -11.881 14.721 -2.636
C -13.899 14.734 -8.194
C -11.194 15.051 -1.243
O -13.388 12.943 -6.806
C -12.780 13.434 -1.011
O -16.424 10.087 -4.512
O -14.562 14.858 -6.990
K -12.401 11.590 -4.325
H -7.983 16.009 -6.542
H -6.316 14.368 -7.252
H -7.354 13.654 -8.540
O -15.837 8.264 -2.811
C -9.511 15.423 -8.045
O -14.391 13.708 -5.008
F -12.792 8.533 -5.912
O -13.327 6.960 -4.206
O -8.746 14.176 -6.340
O -12.846 13.727 -2.357
S -15.422 9.365 -3.674
H -11.032 14.368 -3.222
O -11.800 14.133 -0.422
H -11.440 16.067 -0.934
C -14.094 13.909 -6.137
O -13.409 12.605 -0.371
O -10.703 13.345 -5.533
H -13.138 15.515 -8.189
H -10.107 15.025 -1.311
H -9.697 16.491 -8.150
F -15.416 10.508 -2.512
N -13.967 9.525 -3.976
C -8.288 15.200 -7.206
H -9.270 15.084 -9.052
```

Below is a molecular structure, C4H8N2O2 at a distorted geometry, with properties calculated with the ωB97M-V functional and the def2-TZVPD basis.

Summary:
Net charge: 0
Energy relative to the best compared isomer or geometry (same formula, charge and spin) in kJ/mol: 666.7
E in eV: -11347.203
Multiplicity: 1
Orbital gap (alpha / beta) in eV: 7.999 / 7.995

Structure (XYZ):
```
16
C4H8N2O2 | OMol25 | the ωB97M-V functional and the def2-TZVPD basis
O -1.618 -1.562 -0.889
H -0.195 1.670 1.780
N -0.285 0.540 0.034
H 0.644 0.107 1.885
H 1.111 2.987 -0.897
O 1.082 0.593 -1.942
H -1.135 0.144 1.869
C -0.232 0.623 1.493
C 0.512 0.721 -0.924
H -0.498 2.988 -0.612
H -1.718 -2.469 -1.226
N 0.398 2.688 -0.229
C 0.515 -2.292 -0.066
H 1.499 -2.010 0.282
H 0.308 -3.356 -0.177
C -0.386 -1.374 -0.383
```

Below is a single C6H9N molecule at a distorted geometry, with properties calculated with the ωB97M-V functional and the def2-TZVPD basis.

Summary:
Net charge: 0
Energy relative to the best compared isomer or geometry (same formula, charge and spin) in kJ/mol: 384.4
SMILES string: C[C@]12[C@@H]3CN1C[C@@H]32
E in eV: -7854.176
Multiplicity: 1
Orbital gap in eV: 10.173

Structure (XYZ):
```
16
C6H9N | OMol25 | the ωB97M-V functional and the def2-TZVPD basis
H 0.164 -2.088 1.459
C 1.207 0.408 -0.028
H -2.079 0.694 0.289
C 0.033 0.671 0.918
C 0.055 -0.540 0.043
H 2.201 0.285 0.389
C -1.132 1.217 0.182
H -1.358 2.296 0.369
C 0.755 0.781 -1.415
H -1.350 -2.050 0.544
H 1.253 0.130 -2.150
N -0.615 0.277 -1.068
H 0.114 -2.717 -0.204
C -0.262 -1.936 0.462
H 0.754 1.812 -1.778
H 0.274 0.773 1.970
```

Below is a single C8H14O2S molecule at a distorted geometry, with properties calculated with the ωB97M-V functional and the def2-TZVPD basis.

Summary:
Net charge: 0
Energy relative to the best compared isomer or geometry (same formula, charge and spin) in kJ/mol: 226.0
SMILES string: CC(C)(C)[C@@H]1C=CS(=O)(=O)C1
E in eV: -23450.077
Multiplicity: 1
Orbital gap in eV: 10.790

Structure (XYZ):
```
25
C8H14O2S | OMol25 | the ωB97M-V functional and the def2-TZVPD basis
C 0.439 -0.385 1.381
H 1.210 -0.635 2.147
H -2.602 2.105 0.902
C -2.060 1.415 0.329
H 3.224 0.323 0.186
C -1.364 -0.798 -1.010
H -0.124 0.428 1.591
H 2.022 1.527 -0.686
O -3.937 -0.086 -0.706
H 2.031 1.483 1.101
O -2.801 -0.835 1.373
H 2.236 -1.283 -1.393
S -2.727 -0.184 0.073
C 1.654 -1.411 -0.516
H -1.025 -1.706 -0.557
H 0.984 -2.210 -0.842
H -0.194 -1.236 1.366
C -0.036 0.475 -0.812
H 2.483 -1.845 0.097
H 0.098 0.653 -1.794
H -0.251 2.548 -0.297
C 1.080 -0.173 0.039
H -1.664 -0.647 -1.951
C -0.865 1.622 -0.223
C 2.190 0.856 0.201
```